Record 1
The following is a quantum chemistry calculation of 14 unconnected molecules or ions with the total composition C67H85F3N15O2 in a non-equilibrium geometry, from OMol25.

As for the total energy: -3874.92371 Ha. As for the charge: +1. The frontier orbital gap is 0.1432 Eh. The calculation puts the LUMO energy at -5.1 eV. The HOMO energy comes out at -9.01 eV.

Geometry as XYZ:
```
172
Properties=species:S:1:pos:R:3:lowdin_charge:R:1
C -0.29182 -0.16687 0.99929 -0.102
C 0.16793 -1.56635 0.56344 -0.233
C 1.64193 -1.77492 0.92891 -0.199
C 2.53399 -0.82264 0.07659 -0.165
C 3.20311 0.24787 0.95085 -0.106
C 3.69469 1.42316 0.13714 -0.142
N 2.79543 1.93470 -0.69290 0.206
N 3.14293 2.95596 -1.43985 -0.059
C 2.06596 3.43052 -2.35308 -0.073
C 2.00405 4.95163 -2.46379 -0.090
C 0.82057 5.33927 -3.30386 -0.207
F 0.19365 6.47959 -2.95384 0.096
C 0.38025 4.65577 -4.40103 -0.293
F 0.47128 5.05655 -5.65093 0.173
F -0.14386 3.43594 -4.33524 0.147
C 4.34008 3.51278 -1.44406 0.102
C 5.32382 3.00890 -0.58665 -0.202
O 6.53511 3.60392 -0.62840 0.110
C 5.01452 1.92687 0.22306 -0.059
C 6.02297 1.28963 1.14165 -0.044
C 6.36797 -0.09038 0.58733 -0.208
O 6.59403 -1.02703 1.30283 0.052
H 0.05099 0.01395 2.02179 0.069
H 0.12595 0.59212 0.33410 0.056
H -1.37799 -0.09661 0.98622 0.072
H -0.43187 -2.31884 1.07359 0.098
H 0.05326 -1.63124 -0.52019 0.113
H 1.75224 -1.52576 1.98606 0.074
H 1.95199 -2.79570 0.71394 0.098
H 3.27959 -1.39615 -0.47687 0.109
H 1.86849 -0.33879 -0.63560 0.090
H 4.01351 -0.18271 1.53151 0.098
H 2.45387 0.66223 1.63067 0.132
H 2.23111 2.93243 -3.30719 0.149
H 1.14253 3.07590 -1.90568 0.141
H 2.86646 5.32741 -3.02133 0.126
H 1.92537 5.41298 -1.47859 0.137
H 4.58628 4.33612 -2.09740 0.161
H 6.81659 3.86957 0.25699 0.140
H 6.94345 1.86380 1.22569 0.135
H 5.55573 1.12524 2.11031 0.140
H 6.34269 -0.20678 -0.51109 0.154
N 5.47457 -3.59706 0.04517 0.009
C 4.53405 -4.52647 0.39163 -0.142
C 4.47624 -5.46592 -0.60176 -0.087
C 5.42737 -5.09009 -1.58834 -0.116
C 6.02589 -3.93266 -1.16351 -0.150
H 5.70879 -2.79344 0.59850 0.088
H 3.98573 -4.43733 1.31417 0.085
H 3.82865 -6.32577 -0.62219 0.099
H 5.64518 -5.61279 -2.50441 0.098
H 6.79625 -3.32746 -1.61187 0.105
N -2.77282 2.53692 3.99109 0.007
C -2.43564 2.70627 2.67314 -0.169
C -3.59287 2.73650 1.94601 -0.107
C -4.67043 2.58507 2.86037 -0.101
C -4.13492 2.46581 4.11280 -0.118
H -2.12430 2.47225 4.75340 0.139
H -1.40654 2.78757 2.36743 0.096
H -3.65939 2.85415 0.87669 0.089
H -5.72125 2.56158 2.62584 0.078
H -4.60212 2.33534 5.07388 0.099
N 8.68650 -7.42952 -2.04954 0.007
C 8.10446 -7.15289 -0.84237 -0.146
C 8.03242 -8.32236 -0.13435 -0.102
C 8.59517 -9.34652 -0.94436 -0.101
C 8.99065 -8.76467 -2.11732 -0.151
H 8.86292 -6.75810 -2.77292 0.140
H 7.79276 -6.15435 -0.59300 0.088
H 7.62245 -8.43362 0.85532 0.091
H 8.69833 -10.38863 -0.69349 0.094
H 9.46539 -9.18466 -2.98716 0.095
N 8.09968 -10.20734 -5.33034 -0.003
C 7.14698 -11.11931 -4.96596 -0.142
C 7.08036 -12.06941 -5.94885 -0.111
C 8.03375 -11.71853 -6.94413 -0.112
C 8.64742 -10.56663 -6.53274 -0.143
H 8.35465 -9.40000 -4.79523 0.107
H 6.60276 -11.01292 -4.04325 0.105
H 6.42339 -12.92264 -5.95496 0.090
H 8.24408 -12.25238 -7.85541 0.090
H 9.42239 -9.97559 -6.98969 0.103
N -7.52012 3.70504 0.52331 -0.011
C -8.71558 3.25805 1.01781 -0.143
C -9.68909 4.12868 0.60795 -0.097
C -9.05533 5.14101 -0.16374 -0.102
C -7.71751 4.85568 -0.19785 -0.148
H -6.63153 3.26159 0.67138 0.127
H -8.77067 2.36328 1.61388 0.114
H -10.73888 4.04759 0.83635 0.095
H -9.52506 5.98581 -0.64036 0.088
H -6.89531 5.36510 -0.67053 0.113
N -7.92540 2.12119 -2.10094 0.015
C -8.63299 0.98105 -1.84239 -0.142
C -8.52728 0.16012 -2.93498 -0.112
C -7.72061 0.83310 -3.89187 -0.114
C -7.36593 2.03887 -3.34578 -0.143
H -7.82854 2.90484 -1.47350 0.088
H -9.15085 0.85168 -0.90778 0.099
H -8.97833 -0.81250 -3.03782 0.089
H -7.43638 0.47437 -4.86690 0.088
H -6.76607 2.84277 -3.73797 0.096
N 9.40644 -1.72908 2.00134 -0.006
C 10.56111 -1.14493 2.45235 -0.146
C 11.34876 -2.12930 2.98435 -0.106
C 10.64490 -3.35655 2.84559 -0.102
C 9.45258 -3.07776 2.23483 -0.139
H 8.64010 -1.25166 1.56536 0.087
H 10.72368 -0.08465 2.35739 0.099
H 12.32191 -1.98851 3.42322 0.093
H 10.97814 -4.33159 3.15800 0.095
H 8.63730 -3.72019 1.94710 0.103
N 2.95917 -2.67531 3.79382 -0.005
C 2.40915 -1.70826 4.59265 -0.154
C 1.14531 -2.11423 4.93015 -0.102
C 0.92770 -3.37853 4.31567 -0.095
C 2.06488 -3.69550 3.62371 -0.149
H 3.87881 -2.63871 3.39494 0.137
H 2.96114 -0.82095 4.85285 0.103
H 0.45469 -1.57049 5.55242 0.091
H 0.03937 -3.98387 4.37798 0.093
H 2.31091 -4.55806 3.02847 0.105
N -4.17177 -0.43705 8.54205 -0.001
C -5.36604 -0.87936 9.04218 -0.136
C -6.34051 -0.00809 8.63736 -0.106
C -5.71035 1.00056 7.85911 -0.116
C -4.37421 0.70580 7.81738 -0.158
H -3.28562 -0.88298 8.68651 0.141
H -5.42016 -1.77172 9.64126 0.108
H -7.38845 -0.08314 8.87252 0.093
H -6.18638 1.84397 7.38701 0.087
H -3.55196 1.20988 7.33871 0.091
N -2.67627 4.97086 -5.78597 0.001
C -2.61696 5.42870 -7.07637 -0.139
C -3.89936 5.63559 -7.50418 -0.102
C -4.76713 5.29334 -6.43057 -0.103
C -3.98408 4.88917 -5.38498 -0.139
H -1.88594 4.73158 -5.22003 0.091
H -1.67334 5.56607 -7.57553 0.103
H -4.18689 5.99314 -8.47824 0.094
H -5.84295 5.33973 -6.42912 0.094
H -4.24225 4.55149 -4.39599 0.100
N 0.56643 5.54790 3.05068 -0.009
C 1.08435 6.69076 2.49580 -0.159
C 0.10768 7.64877 2.52732 -0.105
C -1.04174 7.06542 3.12895 -0.093
C -0.72760 5.77170 3.44051 -0.140
H 1.05817 4.68194 3.15960 0.130
H 2.09759 6.72470 2.13245 0.094
H 0.20460 8.65815 2.16477 0.093
H -1.98889 7.54354 3.31130 0.097
H -1.30811 4.99399 3.90452 0.090
N -12.27333 6.04608 -2.09531 0.001
C -12.75210 7.30479 -1.85062 -0.146
C -13.46303 7.70307 -2.95039 -0.113
C -13.41373 6.64042 -3.89409 -0.113
C -12.67419 5.63266 -3.33624 -0.140
H -11.71351 5.50658 -1.46138 0.117
H -12.54705 7.80629 -0.92035 0.103
H -13.96411 8.64918 -3.06667 0.089
H -13.86995 6.61972 -4.86934 0.089
H -12.39983 4.66253 -3.71332 0.106
N -2.78860 -5.00599 1.28861 -0.001
C -3.25138 -3.74677 1.56025 -0.159
C -3.99191 -3.33042 0.48644 -0.113
C -3.97850 -4.38280 -0.46969 -0.109
C -3.23040 -5.40188 0.05531 -0.140
H -2.21446 -5.55573 1.89974 0.139
H -3.01552 -3.25797 2.49047 0.102
H -4.49058 -2.37990 0.39549 0.090
H -4.46498 -4.38985 -1.43034 0.091
H -2.97701 -6.37003 -0.34077 0.106
```


Record 2
The following is a quantum chemistry calculation of 16 unconnected molecules or ions with the total composition C68H148N6O8P3 in a non-equilibrium geometry, from OMol25.

As for the total energy: -4631.40992 Ha. As for the charge: +5. The frontier orbital gap is 0.0173 Eh. The calculation puts the LUMO energy at -10.8 eV. The HOMO energy comes out at -11.25 eV.

Geometry as XYZ:
```
233
Properties=species:S:1:pos:R:3:lowdin_charge:R:1
C 4.68802 1.81062 4.45861 -0.104
C 6.06349 1.44494 5.13785 -0.237
C 7.00792 2.64690 5.04941 -0.263
C 8.44188 2.34052 5.51632 -0.231
P 9.62195 3.76073 5.58781 0.991
C 10.42776 4.09944 4.07954 -0.276
C 9.59212 4.32512 2.77780 -0.214
C 10.41434 5.11982 1.73434 -0.263
C 11.57225 4.24245 1.22453 -0.111
C 10.89954 3.34540 6.81646 -0.249
C 12.07150 2.48442 6.34866 -0.229
C 11.75044 1.08039 5.76600 -0.280
C 12.97246 0.19480 5.84931 -0.133
C 8.71185 5.15635 6.19150 -0.281
C 7.75200 4.87516 7.31339 -0.252
C 7.63931 6.08051 8.23928 -0.262
C 6.84708 7.21764 7.59628 -0.095
H 3.83619 1.21663 4.89395 0.087
H 4.79421 1.68313 3.38155 0.066
H 4.34978 2.82281 4.61304 0.056
H 6.49237 0.59270 4.48913 0.134
H 5.88287 1.12066 6.14511 0.099
H 6.46069 3.35397 5.63070 0.075
H 7.03616 3.03297 4.03250 0.109
H 8.90238 1.59036 4.89304 0.088
H 8.37884 1.96361 6.54498 0.103
H 11.07640 3.30265 3.93158 0.053
H 11.03353 4.99685 4.31993 0.133
H 8.66724 4.85886 3.00678 0.095
H 9.26821 3.37734 2.35589 0.108
H 10.82861 6.05123 2.16842 0.113
H 9.88626 5.49283 0.84153 0.112
H 12.00042 4.78231 0.38894 0.066
H 11.10556 3.36144 0.75597 0.080
H 12.38097 4.07579 2.00880 0.098
H 10.36947 2.90381 7.63895 0.096
H 11.35938 4.27282 7.13263 0.105
H 12.67555 2.37026 7.25827 0.127
H 12.63433 2.99787 5.58214 0.107
H 11.48881 1.13722 4.68682 0.101
H 10.87834 0.54388 6.25870 0.125
H 13.42310 -0.01099 6.79865 0.063
H 13.80704 0.55405 5.21433 0.087
H 12.74311 -0.89935 5.53542 0.110
H 8.16082 5.58822 5.35748 0.108
H 9.49711 5.84221 6.46779 0.106
H 7.98533 4.00675 7.96937 0.128
H 6.72512 4.79376 6.91919 0.107
H 8.62243 6.41049 8.66046 0.128
H 7.09579 5.88228 9.12014 0.092
H 6.87528 8.13294 8.15083 0.072
H 5.79361 6.89848 7.57749 0.087
H 7.12635 7.45028 6.58145 0.063
C -12.00184 -9.75267 8.68905 -0.091
C -12.39482 -8.28192 9.01830 -0.233
C -12.27917 -7.24885 7.86640 -0.249
C -11.03190 -7.28644 6.95827 -0.292
P -10.69352 -6.06701 5.66541 1.020
C -11.68502 -6.52868 4.19739 -0.256
C -11.07258 -7.57235 3.10416 -0.181
C -11.55391 -7.61552 1.70199 -0.017
C -12.70080 -7.02818 0.98321 -0.071
C -11.40910 -4.38056 6.07161 -0.372
C -11.28966 -3.82794 7.40056 -0.067
C -8.59899 -2.77445 7.93030 0.084
C -8.90864 -1.76281 9.14634 -0.095
C -8.91022 -6.01458 5.34303 -0.242
C -8.33364 -4.89005 4.39698 -0.216
C -9.08378 -5.05436 3.11894 -0.293
C -8.68482 -3.89339 2.13154 -0.067
H -12.87132 -10.33939 8.36382 0.081
H -11.72270 -10.30951 9.62968 0.091
H -11.09374 -9.83738 8.14913 0.038
H -11.84860 -7.80187 9.92947 0.139
H -13.40294 -8.16660 9.34282 0.092
H -12.25440 -6.27993 8.41981 0.097
H -13.19546 -7.22713 7.31464 0.098
H -10.94723 -8.26955 6.44177 0.095
H -10.12191 -7.37634 7.67636 0.139
H -12.01155 -5.53904 3.82738 0.073
H -12.72250 -6.86488 4.55986 0.130
H -11.41495 -8.56434 3.47812 0.151
H -10.04210 -7.61111 3.36649 0.076
H -10.78379 -14.50392 11.15910 0.071
H -11.08661 -8.50867 1.22279 0.134
H -12.64907 -5.91052 1.12929 0.104
H -13.84467 -7.33154 1.22478 0.169
H -12.49749 -7.43486 -0.09299 0.125
H -12.36850 -4.36381 5.54895 0.090
H -10.80306 -3.80401 5.36516 0.080
H -10.96584 -4.37664 8.37290 0.077
H -11.38418 -2.71799 7.45314 0.053
H -8.42870 -2.31184 6.99567 0.028
H -8.73914 -3.77137 8.03082 -0.037
H -9.10718 -0.74157 8.92497 0.055
H -7.77643 -1.64492 9.48387 0.120
H -9.36398 -2.39635 9.89539 0.062
H -8.51710 -6.90858 4.87511 0.097
H -8.44733 -6.14258 6.33371 0.098
H -7.30384 -5.15510 4.11451 0.130
H -8.22991 -3.91179 4.76755 0.092
H -10.11893 -4.85122 3.38617 0.069
H -8.92946 -5.96090 2.60657 0.092
H -7.59598 -3.96589 2.00063 0.084
H -8.88007 -2.94930 2.57869 0.054
H -9.32086 -3.88009 1.19097 0.097
C 1.90608 5.45539 -12.13627 -0.138
C 3.26127 5.94299 -12.40502 -0.301
C 4.41899 4.99378 -12.10044 -0.219
C 4.93345 5.09512 -10.63387 -0.269
P 5.96696 3.68945 -10.08461 0.975
C 5.05735 2.14188 -10.30045 -0.269
C 3.60784 2.08662 -9.79356 -0.271
C 2.83512 0.77139 -9.88090 -0.264
C 1.57385 0.78343 -9.02172 -0.109
C 7.44483 3.66398 -11.13221 -0.270
C 7.77348 2.37303 -11.95556 -0.214
C 8.93483 2.81759 -12.88020 -0.300
C 10.27621 2.42742 -12.44777 -0.118
C 6.36931 3.94743 -8.36206 -0.274
C 7.37207 2.93705 -7.68497 -0.228
C 8.27639 3.71645 -6.74887 -0.274
C 9.25438 2.90097 -5.92817 -0.109
H 1.56801 4.58012 -12.77034 0.098
H 1.21344 6.30483 -12.24775 0.082
H 1.71879 5.10953 -11.05082 0.089
H 3.46174 6.93632 -11.98035 0.121
H 3.29596 6.26626 -13.45792 0.122
H 5.28075 5.27426 -12.70504 0.108
H 4.11691 3.98066 -12.26905 0.093
H 4.09946 5.16258 -9.88913 0.104
H 5.45385 6.03828 -10.40012 0.110
H 5.59469 1.43404 -9.64902 0.105
H 5.22745 1.86181 -11.42768 0.125
H 2.93683 2.93629 -10.02269 0.104
H 3.72182 2.28516 -8.66846 0.120
H 3.45930 -0.06698 -9.56107 0.117
H 2.54962 0.77028 -10.92084 0.108
H 0.84931 1.46409 -9.39670 0.055
H 1.82520 0.94466 -7.92396 0.101
H 1.05770 -0.18222 -9.12261 0.078
H 8.20216 4.02193 -10.43582 0.098
H 7.26096 4.45736 -11.89268 0.094
H 6.85313 2.09662 -12.50196 0.092
H 7.98868 1.52025 -11.23248 0.135
H 8.82112 3.90849 -13.04912 0.108
H 8.58386 2.41183 -13.88393 0.137
H 10.56581 2.76868 -11.42869 0.093
H 11.06977 2.75119 -13.19314 0.111
H 10.32668 1.38218 -12.52292 0.058
H 5.37224 3.88193 -7.81486 0.116
H 6.75397 4.96642 -8.09483 0.115
H 8.03595 2.50573 -8.39642 0.094
H 6.78149 2.21113 -7.18195 0.104
H 7.71161 4.29007 -6.05587 0.102
H 9.00107 4.28157 -7.39783 0.135
H 8.85893 2.23137 -5.20108 0.066
H 9.97923 3.48176 -5.38433 0.073
H 9.91619 2.36601 -6.59873 0.077
C -3.86208 12.71698 -10.08782 -0.081
C -4.43551 13.78532 -10.75927 -0.072
N -10.25780 13.36093 -0.85516 0.010
C -9.94033 13.20849 0.41173 -0.030
C -11.50222 12.89198 1.12155 -0.019
N -12.28469 12.76032 0.15400 -0.166
C -11.47546 13.22911 -1.02903 -0.174
C -13.74970 12.41993 0.11071 0.027
H -9.73444 12.82585 -12.85125 0.109
H -3.71663 12.71188 -9.02011 0.030
H -3.83607 11.78928 -10.68249 0.037
H -4.87359 14.57815 -10.09508 0.055
H -4.69841 13.87520 -11.79640 0.030
H -9.00091 13.24308 1.02447 0.093
H -11.88134 12.72046 2.13088 0.109
H -12.24279 13.55037 -1.74394 0.121
H -14.06082 12.79902 1.13744 0.118
H -13.79492 11.31503 -0.06610 0.110
H -14.04774 13.07175 -0.71255 0.083
C 5.80104 -12.51860 14.94866 -0.097
C 6.55778 -11.53137 15.20427 -0.101
N -0.08624 -13.51113 10.02630 0.050
C -1.32416 -13.84338 9.45064 -0.156
C -1.33264 -13.54679 8.10261 -0.123
N -0.19653 -12.83311 7.81119 -0.139
C 0.57546 -12.92913 8.99670 -0.151
C 0.13972 -12.41495 6.44473 -0.025
H 4.74927 -12.32865 14.97431 0.045
H -1.22950 -6.00514 10.59961 0.008
H 6.17851 -13.52540 14.84822 0.056
H 7.62357 -11.71994 15.32560 0.057
H 6.18921 -10.54111 15.29094 0.040
H -2.18012 -14.19033 9.95204 0.073
H -2.09299 -13.85016 7.37678 0.114
H 1.52641 -12.43098 9.17778 0.113
H 1.23118 -12.22986 6.57738 0.102
H -0.35598 -11.51760 6.23787 0.058
H 0.04287 -13.10424 5.64111 0.078
C 0.47461 -4.78420 -3.85336 0.005
C 1.04824 -4.09070 -2.64618 -0.506
O 0.71019 -2.93763 -2.28805 0.003
N 1.91717 -4.86674 -1.93922 -0.018
H 1.67444 -1.25894 -1.28554 0.098
H 2.31567 -4.32608 -1.17997 0.137
C 2.01730 -6.29285 -1.78212 -0.067
H -0.16519 -4.08426 -4.33777 0.075
H -0.15770 -5.60073 -3.49238 0.085
H 1.33321 -5.15976 -4.41880 0.099
H 2.95915 -6.59894 -2.28364 0.101
H 1.12160 -6.79221 -2.14020 0.083
H 2.09177 -6.37636 -0.70399 0.088
C -7.02381 0.32764 -11.63311 0.036
C -8.24293 0.57772 -10.84364 -0.428
O -8.51277 -0.04849 -9.87592 0.198
N -9.20637 1.57745 -11.30091 0.147
H -3.75515 0.86686 -0.79549 0.101
H -9.20824 1.75053 -12.30512 0.182
C -10.13820 2.18813 -10.59627 0.283
H -6.51403 1.23762 -11.89325 0.099
H -7.01350 -0.13291 -12.63820 0.127
H -6.53109 -0.30699 -10.93581 0.098
H -9.98327 1.84534 -9.60405 0.111
H -11.07296 2.66479 -10.86079 0.146
H -0.73612 -8.05994 8.63329 -0.004
O -1.78824 -0.23927 -2.84090 0.106
C -2.96982 0.06799 -2.27086 -0.592
O -4.04557 -0.25119 -2.77612 0.070
O -2.87083 0.59587 -1.00454 0.109
H -0.89690 -0.09719 -2.41199 0.090
O 1.99185 1.55747 -0.21071 0.159
C 1.35153 0.63881 -0.87351 -0.692
O 0.31984 0.67531 -1.43045 0.133
O 2.12575 -0.43756 -1.01155 0.137
H 1.49132 2.44555 -0.10992 0.196
```